(1)
Computed, not measured: one molecule with the formula C5H9NO, with wB97M-V/def2-TZVPD.

```
! wB97M-V def2-TZVPD RIJCOSX def2/J DEFGRID3
* xyz 0 1
C -1.78225 -1.12282 0.08450
C -0.74356 -0.06859 -0.09268
C 0.59397 -0.04417 0.02830
N 1.53428 -0.98279 -0.35831
O 2.61166 -1.18478 0.51929
C 0.69244 1.43471 0.23571
C -0.79551 1.44049 -0.25206
H -2.38532 -1.33986 -0.80461
H -2.46062 -0.78719 0.88357
H -1.31864 -2.05855 0.42573
H 1.06484 -1.87844 -0.51170
H 3.35943 -0.85999 -0.00795
H 0.72204 1.72088 1.29404
H 1.42433 2.01570 -0.32823
H -0.82530 1.76118 -1.30402
H -1.52194 2.04430 0.30241
*
```

Computed properties:
SMILES   CC1=C(NO)CC1
Frontier orbital gap   8.85 eV
Energy above the lowest of the compared OMol25 structures with the same formula, charge and spin   90.53 kcal/mol
HOMO level   -7.9 eV
LUMO   1.0 eV

How is the electron density shared among the atoms? According to natural (NBO), the charges in e are:
1 C -0.643
2 C -0.052
3 C 0.138
4 N -0.332
5 O -0.569
6 C -0.413
7 C -0.391
8 H 0.215
9 H 0.221
10 H 0.214
11 H 0.350
12 H 0.469
13 H 0.212
14 H 0.194
15 H 0.200
16 H 0.187

=====

(2)
Computed, not measured: one molecule with the formula C5H9NO, with wB97M-V/def2-TZVPD.

```
! wB97M-V def2-TZVPD RIJCOSX def2/J DEFGRID3
* xyz 0 1
C -0.60956 -1.84349 -1.30887
C 0.04647 -1.18451 -0.12122
C 1.00249 0.07069 -0.23995
N 0.43118 0.59916 1.00343
C 0.36242 2.00516 1.33938
C -0.68191 -0.08918 0.58745
O -1.42991 0.61747 -0.21507
H -1.15773 -1.11433 -1.90918
H -1.31294 -2.61292 -0.97206
H 0.14317 -2.32678 -1.93972
H 0.55466 -1.90418 0.52933
H 2.08488 -0.12707 -0.17263
H -0.25857 2.12188 2.23120
H 1.36924 2.36998 1.55610
H -0.07189 2.58780 0.51845
H -0.47200 0.83031 -0.88666
*
```

Computed properties:
SMILES   C[C@H]1[C@@H]2N(C)[C@]21O
Frontier orbital gap (alpha / beta)   8.41 / 8.41 eV
Energy above the lowest of the compared OMol25 structures with the same formula, charge and spin   130.94 kcal/mol
HOMO level (alpha / beta)   -8.4 / -8.4 eV
LUMO (alpha / beta)   0.1 / 0.1 eV

How is the electron density shared among the atoms? According to natural (NBO), the charges in e are:
1 C -0.616
2 C -0.282
3 C -0.223
4 N -0.384
5 C -0.419
6 C 0.538
7 O -0.693
8 H 0.229
9 H 0.217
10 H 0.217
11 H 0.236
12 H 0.180
13 H 0.215
14 H 0.210
15 H 0.209
16 H 0.367

=====

(3)
Computed, not measured: a 2-piece molecular cluster, C5H9NO overall, with wB97M-V/def2-TZVPD.

```
! wB97M-V def2-TZVPD RIJCOSX def2/J DEFGRID3
* xyz 0 1
C -1.33670 -0.28350 -1.17766
C -1.18597 -0.33143 0.14021
C 0.11594 -0.55381 0.88123
C 1.19824 -1.29395 0.10376
N 0.60254 0.76551 1.32053
C -0.03142 1.79996 1.34911
O -0.56639 2.84222 1.40883
H -2.26695 0.05515 -1.62467
H -0.53046 -0.52510 -1.86430
H -2.02463 -0.05541 0.77994
H -0.07799 -1.11760 1.80330
H 1.44552 -0.80593 -0.84378
H 0.86589 -2.31368 -0.11408
H 2.11010 -1.35368 0.70333
H 1.10803 1.58133 -1.17512
H 0.57426 1.58992 -1.69062
*
```

Computed properties:
SMILES   C=C[C@@H](C)N=C=O.[H][H]
Frontier orbital gap   11.13 eV
Energy above the lowest of the compared OMol25 structures with the same formula, charge and spin   53.13 kcal/mol
HOMO level   -10.2 eV
LUMO   1.0 eV

How is the electron density shared among the atoms? According to natural (NBO), the charges in e are:
1 C -0.375
2 C -0.206
3 C -0.075
4 C -0.612
5 N -0.564
6 C 0.874
7 O -0.511
8 H 0.208
9 H 0.197
10 H 0.205
11 H 0.206
12 H 0.213
13 H 0.218
14 H 0.225
15 H 0.000
16 H -0.003

=====

- Look up the energy above the lowest of the compared OMol25 structures with the same formula, charge and spin of the first one.
  90.53 kcal/mol

=====

- Which of these has the lowest energy above the lowest of the compared OMol25 structures with the same formula, charge and spin?
  number 3

=====

- The highest energy above the lowest of the compared OMol25 structures with the same formula, charge and spin belongs to which entry?
  number 2